Here is a 8-piece molecular cluster, C42H58F7NO24 overall in a non-equilibrium geometry from the Open Molecules 2025 dataset. Energies are from the ωB97M-V functional and the def2-TZVPD basis.

```
132
Properties=species:S:1:pos:R:3:forces:R:3
C 2.127888 1.932006 -1.915107 -0.30 -1.01 -0.57
C 3.143040 0.761651 -2.293029 -0.63 1.43 0.21
C 4.317856 0.645109 -1.277274 0.96 0.02 -1.84
C 5.435840 -0.287396 -1.883303 -0.12 0.20 -0.50
O 3.924260 0.303252 0.074133 0.54 -1.75 -0.10
C 3.051582 -0.759241 0.156769 -0.78 0.58 0.14
O 1.892806 -0.497309 0.276377 -0.56 -0.43 0.05
O 3.501160 -2.065589 0.170992 0.18 1.82 -0.23
C 2.501665 -2.984664 -0.320248 -0.01 -1.61 -0.91
C 2.403861 -2.875625 -1.887640 0.33 -0.77 -0.02
C 2.208623 -4.299968 -2.558398 -0.59 0.29 1.34
C 0.670691 -4.624925 -2.459898 0.40 0.61 -0.51
C -0.149521 -4.120525 -3.729140 -0.96 -0.40 1.68
C -1.309486 -3.171944 -3.193636 0.73 -0.39 -1.24
C -2.408354 -2.910600 -4.268466 -0.15 1.15 0.03
C -3.535514 -1.889193 -3.785638 0.04 -1.79 0.11
C -3.833521 -2.065789 -2.258922 -0.78 1.58 -0.42
C -5.122918 -1.228743 -1.917672 0.45 -0.17 0.62
C -6.467146 -2.027661 -2.064747 -0.06 1.13 0.16
C -7.610933 -1.008005 -2.464469 0.82 -0.65 -0.05
N -7.804121 -0.085029 -1.316405 -0.75 -2.30 -2.48
C -8.644466 -0.539550 -0.333062 0.77 3.83 2.73
C -8.603067 0.532084 0.642126 0.48 -0.41 -1.00
C -7.724212 1.579874 0.130079 0.15 -1.04 -1.25
C -7.239096 1.149040 -1.151950 -1.45 -0.17 2.68
H 1.289602 1.553680 -1.283389 0.80 0.28 -0.23
H 2.619920 2.789389 -1.408902 -0.24 -0.63 -0.41
H 1.651153 2.278572 -2.865678 0.45 -0.03 0.80
H 2.593278 -0.187287 -2.482820 0.43 0.52 0.37
H 3.577258 1.061921 -3.280182 -0.03 -0.33 0.93
H 4.772164 1.664123 -1.214253 -0.56 -0.80 0.34
H 6.452976 0.170362 -1.798439 -0.82 -0.51 0.25
H 5.424890 -1.327826 -1.493867 0.04 0.77 -0.02
H 5.234102 -0.352955 -2.982992 0.24 -0.03 0.87
H 2.901124 -4.009849 -0.110632 -0.05 1.01 0.11
H 1.525864 -2.922156 0.203839 0.71 0.44 -0.30
H 1.530611 -2.242140 -2.157505 0.82 -0.13 -0.04
H 3.377169 -2.455315 -2.239769 -0.87 -0.01 0.25
H 2.759661 -5.048559 -1.935457 -0.19 0.54 -0.60
H 2.626802 -4.337975 -3.586645 -0.48 0.06 0.59
H 0.491608 -5.697338 -2.224351 0.06 0.65 -0.42
H 0.282894 -4.041902 -1.584553 0.33 -0.64 -0.54
H 0.500967 -3.603582 -4.465195 -0.48 -0.48 0.33
H -0.660334 -5.024412 -4.135449 0.57 0.74 -0.32
H -0.826013 -2.185562 -2.976697 -0.52 -0.72 0.35
H -1.688555 -3.674412 -2.272186 0.05 0.73 -0.66
H -1.903174 -2.391296 -5.126457 -0.36 -0.82 0.45
H -2.898726 -3.845348 -4.638631 0.57 0.60 0.37
H -4.476318 -2.160297 -4.334130 0.72 0.41 0.30
H -3.273604 -0.844795 -4.067997 -0.14 -0.65 0.53
H -4.039801 -3.122721 -1.963396 0.52 0.67 -0.32
H -2.985789 -1.619782 -1.681895 -0.58 -0.72 -0.30
H -5.038128 -0.885546 -0.852947 -0.20 -0.24 -0.85
H -5.127798 -0.280503 -2.517066 -0.01 -0.88 0.29
H -6.714436 -2.413296 -1.044080 0.03 0.05 -0.98
H -6.409461 -2.894695 -2.763621 0.02 0.72 0.30
H -7.338278 -0.418564 -3.367386 -0.03 -0.40 0.60
H -8.544372 -1.570521 -2.701205 0.52 0.64 0.44
H -9.215484 -1.475909 -0.274332 0.65 0.64 -0.64
H -9.129681 0.547376 1.616385 0.41 0.01 -0.89
H -7.419183 2.540651 0.571544 -0.45 -0.74 -0.05
H -6.546630 1.603242 -1.873976 -0.55 -0.43 0.47
O 6.956073 -1.168953 5.755519 -0.22 0.11 -0.12
C 6.103492 -0.987362 4.950591 0.39 -0.41 0.44
O 5.546690 -1.965949 4.183178 0.15 0.66 0.22
C 4.483896 -1.359241 3.446215 -0.29 -0.70 -0.48
C 4.886454 0.080842 3.432306 -0.48 0.55 -0.01
F 3.801421 0.892172 3.428941 0.07 0.14 -0.04
O 5.563591 0.237098 4.663043 0.31 -0.52 -0.21
H 3.538946 -1.527276 3.967739 0.02 0.25 0.02
H 4.412262 -1.771995 2.441238 0.19 -0.17 0.12
H 5.552908 0.354617 2.610589 -0.14 0.12 -0.03
O 4.765538 3.568181 -3.198201 0.26 0.04 0.27
C 5.565875 4.125177 -2.518417 -0.70 -0.09 -0.32
O 5.426856 5.394316 -2.053874 0.30 -0.54 -0.12
C 6.525519 5.642433 -1.174028 -0.08 0.77 0.22
C 7.545182 4.651332 -1.655596 0.12 -0.27 0.39
F 8.328696 4.215203 -0.636650 0.16 -0.08 -0.05
O 6.747820 3.572081 -2.110752 -0.10 0.51 -0.26
H 6.215553 5.456399 -0.143319 0.17 -0.17 -0.02
H 6.871099 6.671711 -1.256539 -0.16 -0.04 -0.15
H 8.174012 5.011879 -2.472874 0.11 -0.07 0.10
O 9.679481 8.439653 -1.849131 0.03 -0.13 0.22
C 10.146781 7.917762 -0.890990 -0.08 0.53 -0.54
O 11.471309 7.929446 -0.579430 -0.51 -0.18 0.05
C 11.604198 7.315682 0.702284 0.68 0.05 0.10
C 10.364895 6.470943 0.778299 -0.33 -0.06 0.60
F 9.921932 6.358119 2.051243 0.00 -0.08 -0.03
O 9.423684 7.221664 0.033388 0.48 -0.17 -0.36
H 11.631867 8.087556 1.474381 -0.21 -0.10 0.05
H 12.517476 6.725791 0.762189 -0.01 0.08 -0.23
H 10.469043 5.476060 0.338140 -0.11 -0.02 0.12
O -3.293108 2.633449 -2.729029 0.21 0.02 0.16
C -2.491246 3.018201 -1.942756 -0.48 -0.41 -0.38
O -2.617797 2.889730 -0.594251 0.21 0.21 -0.42
C -1.397148 3.348154 -0.014723 -0.11 -0.10 0.71
C -0.859412 4.255486 -1.084220 0.58 -0.16 -0.17
F 0.495013 4.250040 -1.095463 -0.06 0.24 -0.03
O -1.328125 3.652123 -2.275852 -0.49 0.15 0.45
H -0.742628 2.494827 0.177413 0.14 0.11 -0.17
H -1.579593 3.869430 0.923721 -0.22 -0.06 -0.08
H -1.222388 5.284560 -1.027064 0.16 0.02 -0.04
O 7.264623 6.070111 3.733140 0.01 -0.26 -0.04
C 7.553581 4.939697 3.945191 -0.41 0.68 0.00
O 7.296218 4.287620 5.111904 0.33 0.11 -0.58
C 7.669735 2.925794 4.913089 -0.16 -0.39 0.73
C 8.663461 3.022781 3.795398 -0.16 -0.29 -0.48
F 8.624603 1.916481 3.009614 0.15 -0.02 -0.08
O 8.190326 4.125328 3.046599 0.09 0.11 0.67
H 6.789405 2.344498 4.635210 0.14 -0.04 -0.14
H 8.099322 2.501502 5.819229 -0.08 0.18 0.05
H 9.691197 3.208917 4.116391 0.03 -0.12 -0.14
O -9.768128 -3.720983 -1.313685 0.08 -0.08 0.29
C -9.385929 -4.247190 -0.321779 -0.10 0.49 -0.65
O -8.086287 -4.280834 0.077988 -0.52 -0.23 0.07
C -8.062315 -4.878602 1.371924 0.72 0.01 0.22
C -9.335722 -5.675067 1.375107 -0.29 0.13 0.24
F -9.867915 -5.750205 2.624686 0.13 -0.21 -0.11
O -10.195626 -4.903563 0.562525 0.54 -0.21 -0.18
H -8.056042 -4.095819 2.134139 -0.20 -0.08 0.03
H -7.178432 -5.501276 1.500741 0.01 0.08 -0.22
H -9.239457 -6.679464 0.957056 -0.12 -0.04 0.18
O -13.653448 -5.931515 7.210745 0.13 0.17 -0.16
C -12.946261 -5.370777 6.441977 -0.63 -0.35 0.34
O -12.871675 -5.661815 5.114270 0.20 0.24 0.46
C -12.018181 -4.684130 4.521041 0.00 -0.21 -0.76
C -11.198215 -4.225274 5.691560 -0.12 0.58 0.11
F -10.849932 -2.920412 5.567019 0.16 0.01 0.07
O -12.095514 -4.354342 6.777053 0.15 -0.54 -0.36
H -12.626102 -3.882420 4.095227 0.11 0.14 0.21
H -11.411309 -5.120000 3.731809 -0.30 -0.10 0.22
H -10.305291 -4.826420 5.880414 0.06 0.16 0.02
```
Positions in Å, forces in eV/Å.

Output
E_tot = -4194.7789 Eh
LUMO = 0.3 eV

=====

Here is a 16-piece molecular cluster, C34H82O34 overall in a non-equilibrium geometry from the Open Molecules 2025 dataset. Energies are from the ωB97M-V functional and the def2-TZVPD basis.

```
150
Properties=species:S:1:pos:R:3:forces:R:3
C 3.379856 -5.591952 1.247398 0.76 -1.26 1.46
O 3.110204 -4.236261 1.382386 0.15 0.68 -0.42
H 3.949209 -5.942063 2.141242 -0.14 0.13 -0.49
H 2.458190 -6.151027 1.277356 -0.37 -0.45 -0.23
H 3.954112 -5.913789 0.376651 -0.05 0.52 -0.29
H 2.149334 -4.194487 1.467566 -0.19 0.46 -0.04
C -0.233789 -5.437682 0.865716 -0.13 0.33 -1.23
O 0.310567 -4.200322 1.382405 -0.54 -0.59 -0.93
H 0.208114 -5.844647 -0.066769 0.34 0.73 0.38
H -0.206109 -6.249732 1.548418 0.51 -0.30 1.23
H -1.277648 -5.333516 0.633010 -0.67 0.36 -0.10
H 0.048708 -3.490440 0.749416 0.32 -0.52 0.43
C -4.655820 0.675349 -3.867149 2.03 0.12 0.76
O -5.048621 1.900564 -3.297734 -0.68 1.10 0.35
H -4.293416 0.749708 -4.878800 -0.02 0.30 -0.48
H -3.857496 0.177780 -3.274280 -0.33 0.66 -0.20
H -5.446518 0.033013 -3.798006 -2.11 -1.99 -0.25
H -6.026780 1.985061 -3.286835 1.14 -0.21 -0.16
C 2.030572 -2.224749 -3.168833 -0.70 -1.22 0.58
O 0.625158 -2.375324 -3.390707 0.14 0.03 -0.17
H 2.495521 -2.536471 -4.100333 0.35 0.33 0.04
H 2.269601 -1.213621 -2.855957 0.26 0.18 -0.16
H 2.332731 -2.934415 -2.360914 0.14 0.54 -0.51
H 0.227490 -2.505417 -2.528179 -0.24 0.15 0.21
C -1.210553 1.989209 -5.604782 0.68 -0.17 -0.13
O -0.206073 2.357978 -4.686028 0.21 0.46 0.51
H -2.194099 2.009810 -5.134820 -0.22 0.18 -0.21
H -1.160192 2.607897 -6.530496 -0.30 -0.35 0.55
H -0.972002 0.948428 -5.849021 -0.29 0.10 -0.31
H -0.526563 3.094637 -4.120837 -0.08 -0.31 -0.36
C -3.246139 3.213363 -0.363358 0.85 -0.25 1.08
O -3.521320 3.727585 -1.642702 0.31 0.54 0.00
H -3.011838 4.101331 0.267984 -0.10 -0.83 -0.19
H -4.153081 2.699241 0.035050 0.77 0.21 -0.11
H -2.317264 2.523074 -0.348789 -1.43 0.92 -0.06
H -4.064772 3.101060 -2.106362 -0.59 -0.66 -0.73
C -0.497865 5.116092 -2.312248 0.06 0.52 -1.25
O -1.386414 4.359104 -3.169006 1.10 0.80 0.55
H 0.424712 5.307826 -2.909147 -0.81 0.34 0.32
H -0.998168 6.052733 -1.944895 0.59 -0.68 -0.49
H -0.134050 4.559998 -1.471370 -0.15 -0.59 0.69
H -2.191269 4.246076 -2.650033 -0.59 -0.42 0.15
C -6.421427 -0.846216 -0.221119 -0.46 0.83 0.40
O -7.402013 -0.313453 -1.143055 0.52 1.19 0.16
C -7.408160 1.057391 -1.183783 -2.24 -2.02 -0.81
O -6.736906 1.816902 -0.580294 1.17 0.76 0.71
O -8.431679 1.388176 -2.007782 0.41 0.22 0.32
C -8.652084 2.796138 -2.242228 1.63 0.04 -0.49
H -6.622852 -0.416345 0.774215 0.30 -0.16 -0.34
H -5.427100 -0.566815 -0.561706 0.10 -0.19 0.11
H -6.566797 -1.915367 -0.166842 0.01 -0.14 -0.28
H -7.671606 3.292590 -2.504861 -1.03 -0.47 0.05
H -9.031689 3.360345 -1.395648 -0.25 -0.40 0.25
H -9.335711 2.780501 -3.081622 -0.06 0.38 -0.01
C -2.992950 -3.221038 -1.144224 -2.19 1.74 0.66
O -2.857957 -4.103201 -2.203325 0.64 -1.09 -0.90
C -3.048157 -3.550256 -3.401155 0.16 -0.25 0.12
O -3.486976 -2.444041 -3.609163 0.08 -0.08 0.11
O -2.680672 -4.436036 -4.315161 0.07 0.24 0.00
C -3.004711 -4.036323 -5.659612 0.83 0.30 0.47
H -4.094039 -3.177860 -0.854245 1.36 0.14 -0.17
H -2.680494 -2.241063 -1.522822 -0.21 -0.15 0.76
H -2.426796 -3.495341 -0.272874 0.33 -0.44 -0.01
H -2.135254 -3.531413 -6.144124 -0.63 -0.60 0.35
H -3.816536 -3.342337 -5.561617 -0.46 0.28 -0.54
H -3.294554 -4.968801 -6.096866 -0.06 -0.22 -0.81
C 1.127621 -2.936569 4.366563 -0.64 -2.72 -1.74
O 1.514585 -2.331071 5.523148 0.24 1.24 1.63
C 1.728580 -1.027970 5.381840 -0.08 -0.88 -2.74
O 1.418873 -0.367028 4.415748 -0.71 0.04 -0.25
O 2.482096 -0.605722 6.305310 0.27 0.10 3.42
C 2.922961 0.700610 6.162767 0.44 1.81 -0.69
H 0.294736 -2.480690 3.856066 -0.38 0.26 0.14
H 0.881636 -3.968241 4.652846 -0.30 0.26 -0.09
H 1.931455 -3.069798 3.643887 0.40 0.45 0.06
H 2.184916 1.475044 5.871685 -0.20 -0.86 0.26
H 3.596271 0.641704 5.311990 0.67 0.54 0.22
H 3.352410 1.028248 7.105952 0.37 -0.29 -0.16
C 3.304729 1.600384 -2.212596 -1.64 -0.17 0.67
O 4.477216 0.827228 -2.337018 1.43 0.83 -0.93
C 4.671819 -0.152034 -1.483314 -0.97 -0.16 -0.80
O 3.815915 -0.575069 -0.765652 -0.64 -0.56 1.36
O 5.863680 -0.674373 -1.647443 0.99 0.75 -0.77
C 6.052663 -1.964301 -1.127673 -0.81 -0.61 0.35
H 3.456903 2.628442 -2.585289 0.21 -0.67 0.31
H 2.973797 1.539336 -1.167239 0.16 0.62 -0.18
H 2.459214 1.133519 -2.746631 0.48 0.18 -0.24
H 6.129742 -1.925499 -0.060627 -0.13 -0.05 0.78
H 6.977491 -2.341233 -1.502172 0.53 -0.15 -0.53
H 5.204707 -2.603406 -1.405136 0.30 0.02 0.09
C 0.107883 6.301104 1.019178 0.48 1.22 -1.36
O -0.474687 5.052627 1.308861 0.91 -0.18 1.05
C 0.212678 4.312822 2.198845 0.55 -0.84 0.96
O 1.213710 4.580430 2.850278 -1.71 0.37 -1.08
O -0.440299 3.153184 2.264324 -0.33 -0.01 0.58
C -0.117513 2.219201 3.326287 0.60 0.15 -0.15
H 0.632569 6.819022 1.841290 -0.26 -0.71 -0.14
H -0.711899 6.932339 0.681281 -0.06 0.06 0.12
H 0.777467 6.189172 0.135903 -0.27 0.04 0.78
H 0.869843 1.803039 3.130372 -0.11 -0.08 0.14
H -0.864927 1.442648 3.210596 0.12 -0.03 0.28
H -0.113501 2.638978 4.356436 -0.23 0.11 -0.88
C 3.070507 6.665264 -1.000318 -0.24 1.51 -0.87
O 2.742976 5.326247 -0.858054 -0.07 -1.68 1.71
C 3.228819 4.732517 0.300153 -2.87 -0.04 -2.39
O 4.052336 5.136551 1.018922 2.33 1.40 1.19
O 2.509201 3.643002 0.490760 0.16 -0.78 -0.18
C 3.080449 2.823854 1.514919 1.18 0.81 0.85
H 2.423738 7.043868 -1.800493 -0.03 -0.08 0.15
H 4.069333 6.723446 -1.403745 0.58 0.50 0.40
H 2.871145 7.296593 -0.109026 0.51 -0.59 -0.33
H 4.125922 2.604188 1.288927 -0.10 -0.42 -0.54
H 2.476515 1.949756 1.595542 -0.38 -0.54 0.06
H 3.201315 3.390610 2.454400 -0.75 -0.33 -0.33
C 6.980602 -3.912621 3.054011 0.62 -1.08 -1.08
O 5.817413 -3.570795 3.776845 0.16 -0.55 -0.04
C 5.305523 -2.373463 3.660023 -2.67 1.02 2.90
O 4.393466 -1.969558 4.367007 0.19 -1.00 -0.31
O 5.881413 -1.588693 2.836325 1.53 1.83 -2.35
C 5.318303 -0.263290 2.621399 -0.75 -0.84 -1.71
H 6.777971 -4.336297 2.059140 -0.56 0.42 0.08
H 7.398562 -4.770206 3.571056 0.33 0.27 0.40
H 7.699256 -3.108375 2.887321 -0.18 0.01 0.54
H 5.449113 0.443688 3.412177 0.35 -0.01 0.75
H 4.247071 -0.295745 2.327576 0.63 -0.38 0.53
H 5.832978 0.036831 1.713064 0.21 0.36 0.15
C -2.612949 -3.982353 3.420929 0.61 0.63 1.17
O -2.279005 -2.554831 3.531639 -0.60 -0.43 -0.33
C -2.670988 -1.818278 2.482310 1.88 0.28 1.10
O -3.338652 -2.186599 1.584409 -1.85 -1.03 -1.73
O -2.091312 -0.629509 2.540958 0.64 0.19 0.12
C -2.496550 0.355252 1.578294 -1.53 0.57 0.91
H -1.793523 -4.448829 2.881239 0.15 -0.17 0.26
H -3.513199 -4.162574 2.861555 -0.50 0.24 -0.02
H -2.699742 -4.323712 4.483129 0.16 0.14 -1.11
H -2.914256 1.142640 2.240704 -0.29 -0.26 -0.90
H -3.198819 -0.037409 0.827504 0.05 0.08 0.62
H -1.705467 0.826835 1.045489 1.23 -0.16 -0.11
C 1.518962 -1.267491 1.315617 -0.41 0.11 -0.66
O 0.991358 -0.145130 0.543950 -0.71 -0.34 -1.21
C 0.144715 -0.531402 -0.452486 0.30 1.23 1.39
O -0.210513 -1.668186 -0.638792 0.16 -1.00 -0.12
O -0.349756 0.525458 -1.102944 0.39 -0.77 0.24
C -1.227550 0.201847 -2.217631 0.46 1.64 -0.83
H 2.126496 -1.897685 0.668568 0.01 0.02 -0.03
H 0.653004 -1.823215 1.685352 0.41 0.18 0.36
H 2.138940 -0.859214 2.107802 -0.36 0.09 0.05
H -1.772224 -0.727183 -2.117553 0.01 0.16 0.23
H -0.635535 0.233629 -3.136436 0.15 -0.54 0.19
H -1.841743 1.107347 -2.348486 -0.22 -0.54 0.47
```
Positions in Å, forces in eV/Å.

Output
E_tot = -3902.7322 Eh
LUMO = 0.5 eV

=====

Here is C3H5CuLiO4 as an isolated structure in a non-equilibrium geometry from the Open Molecules 2025 dataset. Energies are from the ωB97M-V functional and the def2-TZVPD basis.

```
14
Properties=species:S:1:pos:R:3:forces:R:3
Cu 1.671271 1.851975 -1.393472 -0.02 0.02 -0.33
O 1.778420 1.310137 0.321849 -0.36 0.76 0.12
C 1.570453 0.259914 1.086022 -0.49 -3.65 -0.58
H 2.447182 -0.409938 1.188929 -0.23 0.53 0.44
H 1.040162 0.475162 2.034721 0.28 -0.15 -0.41
C 0.461606 -0.927408 0.152189 4.18 3.79 -0.33
O -0.733302 -0.118778 0.219404 0.18 -3.01 2.10
C -1.315051 0.336620 -0.865308 1.66 0.59 -1.11
O -0.717116 0.980250 -1.691828 -1.66 -0.53 0.36
O -2.559622 -0.125124 -0.760719 -1.54 0.82 -0.38
Li -1.976584 -1.481088 1.396021 0.28 0.57 -0.50
H 0.556292 -2.011375 -0.014812 -1.61 -0.32 1.44
H 0.983766 -0.722560 -0.793800 -0.36 0.63 -0.09
H -3.207479 0.582211 -0.879197 -0.31 -0.04 -0.72
```
Positions in Å, forces in eV/Å.

Output
E_tot = -2065.8614 Eh
energy above the lowest of the compared OMol25 structures with the same formula, charge and spin = 232.60 kJ/mol
LUMO (spin up / spin down) = -4.9 / -5.3 eV
net charge = +1
multiplicity = 3